Version i
Computed, not measured: an isolated molecule of CH3FO2S, with ωB97M-V/def2-TZVPD.

LUMO level ... -0.20 eV
HOMO ... -10.32 eV
SMILES ... O=[SH](=O)CF

```
! wB97M-V def2-TZVPD RIJCOSX def2/J DEFGRID3
* xyz 0 1
O -1.995 -0.117 -0.484
S -0.903 0.564 0.149
O -0.626 1.885 -0.359
C 0.954 -0.528 -0.281
F 1.061 -1.296 0.792
H -1.111 0.516 1.605
H 0.764 -1.232 -1.198
H 1.856 0.209 -0.223
*
```

The Löwdin scheme yields these atomic charges, measured in e: -0.39 0.69 -0.40 -0.16 -0.09 0.10 0.13 0.12



Version ii
Computed, not measured: a cluster of 2 separate species, CH3FO2S in total, with ωB97M-V/def2-TZVPD.

LUMO level (alpha / beta) ... -2.40 / -2.38 eV
HOMO (alpha / beta) ... -10.25 / -10.26 eV

```
! wB97M-V def2-TZVPD RIJCOSX def2/J DEFGRID3
* xyz 0 1
C -1.100 -0.156 0.051
O 2.156 -1.892 0.078
O 0.961 1.334 1.060
F 0.917 1.073 -1.323
S 0.773 0.274 0.109
H -1.481 0.831 0.020
H -1.192 -0.594 -0.835
H -1.034 -0.870 0.841
*
```

The Löwdin scheme yields these atomic charges, measured in e: -0.11 -0.18 -0.41 -0.31 0.92 0.05 -0.01 0.05



Relative stability in hartree, measured from the most stable structure: version i 0.0000; version ii 0.1260



Version i
Computed, not measured: an isolated molecule of C20H24N2O5S, with ωB97M-V/def2-TZVPD.

LUMO level ... 0.53 eV
HOMO ... -8.65 eV
SMILES ... COc1ccccc1NS(=O)(=O)c1ccc(C)c(C(=O)NC[C@H]2CCCO2)c1

```
! wB97M-V def2-TZVPD RIJCOSX def2/J DEFGRID3
* xyz 0 1
C 1.813 0.708 2.772
O 2.410 -0.181 1.853
C 1.669 -1.248 1.421
C 0.399 -1.572 1.874
C -0.269 -2.664 1.341
C 0.314 -3.435 0.353
C 1.587 -3.127 -0.098
C 2.272 -2.050 0.435
N 3.557 -1.742 -0.048
S 3.597 -0.993 -1.555
O 4.973 -0.764 -1.872
O 2.787 -1.754 -2.456
C 2.793 0.556 -1.175
C 3.549 1.653 -0.815
C 2.913 2.775 -0.314
C 1.536 2.791 -0.121
C 0.860 3.992 0.462
C 0.788 1.670 -0.496
C -0.679 1.573 -0.203
O -1.120 1.638 0.929
N -1.442 1.384 -1.298
C -2.865 1.163 -1.234
C -3.250 -0.267 -1.671
C -2.739 -1.323 -0.689
C -3.855 -1.348 0.356
C -5.098 -0.952 -0.455
O -4.653 -0.412 -1.693
C 1.420 0.558 -1.041
H 2.527 1.520 2.897
H 1.641 0.223 3.737
H 0.870 1.106 2.386
H -0.087 -0.971 2.625
H -1.257 -2.903 1.705
H -0.215 -4.277 -0.064
H 2.065 -3.702 -0.874
H 4.101 -1.196 0.607
H 4.620 1.606 -0.930
H 3.495 3.643 -0.039
H 0.302 4.519 -0.312
H 0.153 3.693 1.232
H 1.587 4.677 0.889
H -0.993 1.294 -2.196
H -3.386 1.877 -1.878
H -3.167 1.332 -0.199
H -2.892 -0.432 -2.694
H -2.659 -2.287 -1.191
H -1.772 -1.064 -0.266
H -3.655 -0.616 1.138
H -3.971 -2.325 0.818
H -5.729 -1.817 -0.686
H -5.710 -0.208 0.068
H 0.864 -0.320 -1.333
*
```

Atomic partial charges in e from the Löwdin method, atoms 1 to 8: -0.06 -0.09 -0.23 -0.01 -0.09 -0.08 -0.02 -0.26



Version ii
Computed, not measured: an isolated molecule of C20H24N2O5S, with ωB97M-V/def2-TZVPD.

LUMO level ... 0.57 eV
HOMO ... -7.47 eV
SMILES ... CCS(=O)(=O)N1Cc2ccccc2C[C@@H]1C(=O)Nc1ccc(OC)c(OC)c1

```
! wB97M-V def2-TZVPD RIJCOSX def2/J DEFGRID3
* xyz 0 1
C 4.316 -1.753 1.101
C 3.409 -0.547 1.146
S 2.049 -0.707 -0.075
O 2.365 -1.729 -1.025
O 1.796 0.621 -0.584
N 0.653 -1.146 0.695
C 0.501 -2.543 1.051
C 1.116 -2.792 2.395
C 1.958 -3.858 2.670
C 2.535 -3.980 3.923
C 2.287 -3.024 4.895
C 1.448 -1.956 4.623
C 0.849 -1.839 3.378
C -0.109 -0.741 3.038
C 0.110 -0.173 1.628
C -1.228 0.349 1.035
O -2.288 0.199 1.603
N -1.017 0.942 -0.152
C -1.951 1.485 -1.042
C -3.307 1.585 -0.771
C -4.137 2.144 -1.721
C -3.667 2.615 -2.944
O -4.640 3.136 -3.748
C -4.350 3.620 -5.039
C -2.289 2.513 -3.218
O -1.819 2.977 -4.422
C -0.446 2.858 -4.702
C -1.459 1.950 -2.259
H 5.207 -1.581 1.701
H 3.803 -2.630 1.486
H 4.610 -1.949 0.073
H 2.945 -0.414 2.120
H 3.921 0.365 0.854
H 0.984 -3.121 0.262
H -0.570 -2.774 1.059
H 2.151 -4.597 1.905
H 3.183 -4.816 4.140
H 2.745 -3.113 5.868
H 1.249 -1.216 5.385
H -0.056 0.067 3.768
H -1.132 -1.135 3.066
H 0.809 0.670 1.656
H -0.053 0.948 -0.486
H -3.702 1.229 0.165
H -5.195 2.234 -1.537
H -3.662 4.467 -5.010
H -5.310 3.946 -5.439
H -3.935 2.840 -5.681
H 0.163 3.428 -3.993
H -0.121 1.813 -4.702
H -0.319 3.275 -5.700
H -0.400 1.858 -2.440
*
```

Atomic partial charges in e from the Löwdin method, atoms 1 to 8: -0.11 -0.24 0.68 -0.27 -0.31 -0.19 -0.11 -0.17



Relative stability in hartree, measured from the most stable structure: version i 0.0000; version ii 0.0174



Version i
Computed, not measured: an isolated molecule of C6H9NS, with ωB97M-V/def2-TZVPD.

LUMO level (alpha / beta) ... 0.09 / -0.28 eV
HOMO (alpha / beta) ... -7.01 / -6.56 eV

```
! wB97M-V def2-TZVPD RIJCOSX def2/J DEFGRID3
* xyz 0 1
C 0.234 -2.225 0.892
C 1.306 1.247 -3.226
C 1.259 -0.048 -2.730
C 0.542 -0.397 -1.524
C -0.423 -0.736 2.733
C -1.439 0.276 2.364
N 0.174 -1.590 2.006
S 0.455 -1.931 -0.811
H 0.054 -3.208 0.914
H 1.845 1.637 -4.089
H 0.752 2.010 -2.774
H 1.729 -0.942 -3.162
H -0.208 0.352 -1.089
H -0.146 -0.636 3.901
H -1.004 1.195 2.148
H -2.233 0.271 3.031
H -1.892 0.089 1.501
*
```

Atomic partial charges in e from the Löwdin method, atoms 1 to 8: -0.48 -0.01 -0.27 -0.52 -0.17 -0.06 0.01 0.97



Version ii
Computed, not measured: a structure of composition C6H9NS, with ωB97M-V/def2-TZVPD.

LUMO level ... 0.84 eV
HOMO ... -8.91 eV

```
! wB97M-V def2-TZVPD RIJCOSX def2/J DEFGRID3
* xyz 0 1
C -0.886 -0.159 -0.093
C 0.165 -0.606 -1.128
C 1.134 0.040 -0.081
C 0.168 -0.549 0.996
C 0.634 1.489 -0.127
C -0.686 1.361 -0.135
H -2.812 -0.299 0.626
H -2.264 -1.633 -0.117
H 0.299 -1.689 -1.190
H 0.136 -0.125 -2.115
H 3.252 0.297 0.977
H 0.287 -1.630 1.108
H 0.127 -0.025 1.979
H 1.270 2.370 -0.173
H -1.465 2.122 -0.206
N -2.245 -0.642 -0.167
S 2.885 -0.323 -0.155
*
```

Atomic partial charges in e from the Löwdin method, atoms 1 to 8: -0.50 -0.09 -0.77 -0.08 -0.08 -0.02 0.09 0.06



Relative stability in hartree, measured from the most stable structure: version i 0.1230; version ii 0.0000